{
  "formula": "C48H43F3N3O",
  "method": "ωB97M-V with the def2-TZVPD basis set",
  "charge": 1,
  "de_lowest_kj_mol": 0.0,
  "gap_ev": 2.016,
  "symbols": ["F", "C", "C", "C", "F", "C", "C", "C", "C", "C", "C", "C", "C", "F", "C", "C", "H", "H", "H", "H", "H", "H", "H", "H", "C", "C", "C", "C", "C", "C", "N", "C", "C", "C", "C", "C", "C", "C", "N", "N", "C", "C", "C", "C", "C", "C", "C", "C", "C", "C", "C", "O", "C", "C", "C", "C", "C", "C", "C", "C", "C", "C", "C", "H", "H", "H", "H", "H", "H", "H", "H", "H", "H", "H", "H", "H", "H", "H", "H", "H", "H", "H", "H", "H", "H", "H", "H", "H", "H", "H", "H", "H", "H", "H", "H", "H", "H", "H"],
  "positions_angstrom": [[0.571905, 2.600815, 3.974008], [0.482885, 1.255958, 4.114541], [1.631498, 0.499467, 4.281998], [1.551801, -0.875014, 4.429072], [2.672632, -1.629005, 4.527347], [0.319109, -1.482703, 4.458031], [-0.872579, -0.747367, 4.323563], [-2.090945, -1.463471, 4.382906], [-3.431160, -1.022004, 4.462279], [-4.452683, -1.989484, 4.342273], [-5.778361, -1.643705, 4.394890], [-6.139556, -0.320817, 4.562878], [-5.164492, 0.652349, 4.727409], [-5.521465, 1.942132, 4.930384], [-3.831960, 0.305019, 4.699359], [-0.747790, 0.639157, 4.107787], [2.590289, 0.982937, 4.286929], [0.277783, -2.548022, 4.593316], [-1.980528, -2.532946, 4.367139], [-4.178299, -3.022146, 4.208116], [-6.533752, -2.412480, 4.314484], [-7.175276, -0.031633, 4.595997], [-3.125123, 1.063568, 4.970078], [-1.598444, 1.246789, 3.874185], [4.735682, -3.593007, -3.718379], [3.866293, -2.533821, -3.141144], [3.829583, -2.321930, -1.773637], [3.041225, -1.333077, -1.212842], [3.084649, -1.121316, 0.258526], [2.252965, -0.525010, -2.045337], [1.345304, 0.454783, -1.484470], [1.672773, 1.545068, -0.662818], [3.038291, 1.933291, -0.298051], [3.313843, 2.496794, 0.945931], [4.607693, 2.806896, 1.305738], [5.650679, 2.572106, 0.430962], [5.396152, 2.028591, -0.812986], [4.104108, 1.714663, -1.171435], [0.593934, 2.217907, -0.320913], [-0.425565, 1.641187, -0.966048], [-1.719380, 2.288704, -1.031615], [-1.793482, 3.581358, -1.555631], [-0.570968, 4.259019, -2.059589], [-3.017005, 4.227573, -1.590487], [-4.177195, 3.625539, -1.130767], [-5.477066, 4.351734, -1.191624], [-4.083565, 2.347395, -0.598293], [-2.873137, 1.673899, -0.533047], [-2.814712, 0.314960, 0.065885], [-0.006475, 0.524397, -1.657766], [-0.842404, -0.322379, -2.537613], [-1.613701, 0.249601, -3.326555], [-0.745635, -1.743963, -2.564784], [-1.353045, -2.423259, -3.745068], [-0.136360, -2.517850, -1.518507], [0.037068, -2.014527, -0.215758], [0.601127, -2.774432, 0.775835], [1.015971, -4.063226, 0.503840], [0.852306, -4.592049, -0.763296], [0.278639, -3.841344, -1.759407], [2.303017, -0.702211, -3.433835], [1.499932, 0.168476, -4.339842], [3.099094, -1.711181, -3.953427], [4.605805, -3.655823, -4.796582], [5.783649, -3.370231, -3.530392], [4.514327, -4.570961, -3.291627], [4.423384, -2.936995, -1.121792], [2.180013, -0.618058, 0.606856], [3.154949, -2.076098, 0.782203], [3.952937, -0.519303, 0.535747], [2.507243, 2.665001, 1.638820], [4.815795, 3.208233, 2.285414], [6.665318, 2.783037, 0.725882], [6.209373, 1.818020, -1.490398], [3.913958, 1.254121, -2.122570], [-0.807269, 5.211358, -2.540675], [0.109576, 4.465875, -1.231299], [-0.059855, 3.621301, -2.784238], [-3.065181, 5.230821, -1.975327], [-6.312770, 3.679126, -1.007973], [-5.512537, 5.148729, -0.449307], [-5.625824, 4.794299, -2.175875], [-4.970256, 1.877302, -0.206278], [-3.753470, 0.050562, 0.558332], [-2.617653, -0.433087, -0.704435], [-2.030005, 0.267020, 0.820930], [-1.620729, -3.461834, -3.521869], [-2.260623, -1.892419, -4.050232], [-0.662018, -2.392119, -4.593542], [-0.230381, -0.996271, -0.012999], [0.761632, -2.350365, 1.751630], [1.532013, -4.629194, 1.258815], [1.179375, -5.598338, -0.970361], [0.182428, -4.260612, -2.746729], [2.045026, 0.404276, -5.254676], [0.567166, -0.323852, -4.622336], [1.250831, 1.109806, -3.845483], [3.127670, -1.860109, -5.018328]],
  "forces_ev_per_angstrom": [[0.00, -1.11, -0.02], [-0.31, -0.17, 0.15], [0.83, 0.30, -0.02], [-0.18, -0.14, -0.07], [-0.81, 0.72, -0.02], [0.24, -0.68, 0.09], [0.55, 0.40, -0.13], [-0.23, 0.32, -0.06], [-0.22, 0.00, 0.10], [0.34, -0.31, -0.07], [-0.02, -0.21, -0.05], [-0.38, 0.47, 0.06], [0.32, 0.06, -0.09], [0.25, -0.93, -0.08], [-0.18, 0.78, 0.29], [-0.28, 0.69, -0.18], [0.33, 0.15, -0.03], [-0.02, -0.32, 0.04], [0.07, -0.37, 0.00], [0.07, -0.20, -0.07], [-0.05, 0.07, -0.04], [-0.24, 0.07, 0.03], [0.17, 0.23, -0.06], [-0.21, 0.18, -0.02], [0.13, -0.24, -0.32], [-0.19, 0.24, 0.02], [-0.20, 0.28, -0.14], [-0.41, 0.38, 0.08], [0.01, 0.00, 0.59], [0.26, -0.82, -0.42], [-0.62, 1.16, 0.59], [-0.53, -0.05, -0.15], [0.51, -0.01, 0.14], [-0.45, -0.12, -0.06], [0.10, 0.06, 0.18], [0.21, -0.07, 0.03], [0.14, -0.03, 0.01], [-0.49, -0.12, -0.15], [1.34, -0.07, -0.14], [-0.08, -2.19, -1.42], [-0.84, 0.26, 0.31], [0.21, -0.21, 0.06], [0.37, 0.43, -0.16], [0.01, -0.27, 0.13], [0.21, -0.19, 0.07], [-0.33, 0.01, -0.06], [0.23, 0.29, -0.13], [0.41, 0.02, -0.05], [-0.10, -0.41, 0.20], [0.34, 1.49, 0.85], [-0.95, -2.15, -0.74], [0.04, 1.45, -0.08], [0.54, 0.84, 0.86], [-0.40, 0.03, 0.06], [-0.08, 0.05, -0.16], [-0.04, -0.10, -0.27], [0.01, -0.17, -0.04], [0.34, -0.15, 0.40], [0.00, -0.12, -0.09], [-0.05, 0.10, 0.00], [-0.32, 0.29, 0.35], [-0.09, 0.23, -0.29], [0.11, -0.02, 0.31], [0.00, -0.06, -0.05], [0.12, -0.04, 0.07], [0.02, -0.02, 0.05], [0.18, -0.18, 0.21], [0.23, -0.04, 0.14], [0.02, 0.08, -0.06], [-0.01, 0.04, 0.01], [-0.22, 0.07, 0.14], [-0.04, 0.11, 0.09], [0.14, 0.10, 0.05], [0.04, 0.04, -0.10], [0.04, 0.01, -0.31], [-0.04, -0.19, 0.01], [0.07, -0.01, -0.16], [0.11, 0.08, -0.01], [0.04, 0.24, -0.19], [-0.03, 0.00, 0.06], [-0.02, 0.07, 0.00], [0.01, 0.09, 0.01], [-0.16, -0.19, 0.04], [0.03, 0.08, -0.11], [0.06, -0.13, 0.09], [0.16, -0.15, 0.03], [0.13, 0.21, -0.13], [0.18, -0.06, 0.00], [-0.06, -0.15, -0.14], [-0.37, 0.15, 0.30], [0.01, 0.09, 0.28], [-0.03, -0.24, 0.25], [0.09, -0.14, -0.04], [-0.03, -0.03, -0.14], [0.04, -0.06, 0.05], [0.03, 0.15, -0.03], [-0.09, -0.02, -0.24], [-0.03, 0.04, -0.31]],
  "mulliken_charge": [-0.3578, -0.2708, -0.1075, 0.1700, -0.3579, -0.7278, 1.1927, -0.5479, 0.9470, -0.6815, -0.6988, -0.3281, -0.1112, -0.2899, -0.4638, -0.4403, 0.5127, 0.4466, 0.3224, 0.4432, 0.4344, 0.4876, 0.7808, 0.3555, -1.6056, 1.0033, -0.9424, 1.9566, -2.1933, -0.6885, 1.5583, 0.1426, 0.1458, -0.5694, -0.8452, -0.4221, -0.8639, 0.0928, -1.2677, 2.2590, -0.6473, 1.1786, -1.2570, -1.2280, 0.6175, -1.3834, -1.5063, 1.2144, -1.0646, -0.3123, -0.4988, -0.7392, 1.1954, -2.4989, 1.3629, -0.3310, -0.8373, -0.7084, -0.9846, -1.3534, 0.8192, -1.9297, -1.0653, 0.4180, 0.3216, 0.3439, 0.5142, -0.0413, 0.6228, 0.5151, 0.6769, 0.4439, 0.4228, 0.4605, 0.5579, 0.4493, 0.2728, 0.1406, 0.4607, 0.3763, 0.3057, 0.3763, 0.4204, 0.5487, 0.1429, 0.0550, 0.5405, 0.3978, 0.3062, 0.5698, 0.9800, 0.4311, 0.4264, 0.4639, 0.6424, 0.2356, 0.2445, 0.4443]
}